Entry 1:
DFT (wB97M-V/def2-TZVPD) results for an isolated molecule of CH2N2O3S in a non-equilibrium geometry.

The geometry in ORCA input format:
```
! RIJCOSX wB97M-V def2-TZVPD def2/J DEFGRID3
* xyz 0 1
C -2.060 -0.787 -0.172
N -1.347 0.097 -0.451
N 1.601 -0.191 0.172
O -2.651 -1.729 0.016
O 0.495 1.829 -0.979
O 0.003 1.326 1.382
S 0.192 0.901 0.038
H 1.763 -1.065 0.711
H 2.002 -0.382 -0.717
*
```

Its HOMO-LUMO gap is 0.404 Ha. The calculation puts the energy above the lowest of the compared OMol25 structures with the same formula, charge and spin at 85.5 kJ/mol. Its SMILES is NS(=O)(=O)N=C=O. As for the HOMO energy: -11.31 eV. The LUMO energy is -0.3 eV.

Entry 2:
DFT (wB97M-V/def2-TZVPD) results for C18H16F10MnN6S as an isolated structure in a non-equilibrium geometry.

The geometry in ORCA input format:
```
! RIJCOSX wB97M-V def2-TZVPD def2/J DEFGRID3
* xyz 2 4
Mn 0.748 -0.110 -0.060
C 0.386 -0.926 3.087
N 0.560 0.279 2.243
C -0.423 1.288 2.650
C -1.836 1.082 2.109
N -1.894 -0.178 -0.106
C -2.699 -0.190 -1.302
C -2.131 -0.523 -2.537
F -0.816 -0.693 -2.602
C -2.911 -0.689 -3.665
F -2.368 -1.013 -4.814
C -4.289 -0.503 -3.571
F -5.038 -0.659 -4.625
C -4.877 -0.145 -2.359
F -6.176 0.037 -2.274
C -4.077 -0.001 -1.245
F -4.600 0.343 -0.053
C 1.929 0.811 2.489
C 2.964 -0.057 1.794
N 2.542 -0.145 0.404
C 3.462 -0.191 -0.622
C 4.811 -0.558 -0.578
F 5.355 -0.982 0.569
C 5.605 -0.521 -1.716
F 6.871 -0.887 -1.636
C 5.090 -0.116 -2.941
F 5.855 -0.086 -4.019
C 3.753 0.252 -3.023
F 3.224 0.658 -4.170
C 2.995 0.190 -1.880
F 1.654 0.573 -1.885
H 0.738 -0.736 4.104
H 0.947 -1.761 2.676
H -0.661 -1.219 3.137
H -0.055 2.274 2.370
H -0.533 1.298 3.741
H -2.455 1.898 2.483
H -2.267 0.148 2.457
H 2.137 0.876 3.563
H 1.992 1.811 2.056
H 3.044 -1.045 2.259
H 3.934 0.427 1.891
N -0.947 1.872 -0.006
N -1.986 1.108 0.594
C -1.943 -1.448 0.604
N -3.046 -1.745 1.301
S -0.629 -2.417 0.432
H -0.839 2.782 0.437
H -1.153 2.022 -0.993
H -2.921 1.489 0.406
H -3.939 -1.302 1.126
H -3.085 -2.674 1.702
*
```

Its HOMO-LUMO gap (alpha / beta) is 0.199 / 0.209 Ha. The calculation puts the energy above the lowest of the compared OMol25 structures with the same formula, charge and spin at 190.3 kJ/mol. As for the HOMO energy (alpha / beta): -12.90 / -13.17 eV. The LUMO energy (alpha / beta) is -7.5 / -7.5 eV. The expectation value of S² is 3.77.

Entry 3:
DFT (wB97M-V/def2-TZVPD) results for a 6-piece molecular cluster, C18H45O15P3 overall in a non-equilibrium geometry.

The geometry in ORCA input format:
```
! RIJCOSX wB97M-V def2-TZVPD def2/J DEFGRID3
* xyz 0 1
C 4.625 1.102 3.144
C 4.010 2.526 3.352
O 4.734 3.510 3.660
C 2.469 2.620 3.437
H 4.787 0.889 2.095
H 4.013 0.365 3.713
H 5.656 1.275 3.689
H 1.948 3.009 2.490
H 2.314 3.312 4.198
H 1.923 1.816 3.735
C 2.663 6.538 -1.322
C 2.832 5.548 -0.129
O 1.998 4.683 0.124
C 3.895 5.828 0.950
H 2.122 6.156 -2.112
H 3.597 7.085 -1.555
H 1.923 7.177 -0.957
H 3.771 6.606 1.610
H 4.818 6.010 0.521
H 4.052 4.993 1.519
C 2.454 -2.092 2.709
C 1.152 -1.586 3.334
O 1.127 -0.609 4.054
C -0.257 -2.358 2.852
H 3.305 -1.505 2.971
H 2.382 -2.317 1.675
H 2.649 -2.954 3.254
H -0.134 -2.931 1.843
H -1.147 -1.704 2.937
H -0.594 -2.968 3.531
C -3.326 0.246 -2.750
O -3.524 0.306 -1.329
P -2.257 0.141 -0.377
O -1.101 -0.618 -0.965
O -1.620 1.635 -0.202
C -0.383 1.893 0.325
O -2.637 -0.348 1.153
C -3.619 0.409 1.942
H -2.795 -0.654 -2.754
H -2.498 0.972 -3.200
H -4.160 0.373 -3.381
H -0.106 2.725 0.628
H 0.314 1.343 -0.181
H -0.250 1.286 1.257
H -3.750 -0.058 2.864
H -4.464 0.806 1.512
H -3.327 1.383 1.886
C 0.340 2.186 -3.501
O 0.113 0.825 -3.611
P 1.157 -0.254 -3.189
O 2.234 -0.139 -4.246
O 1.778 0.038 -1.714
C 1.998 -1.077 -0.889
O 0.477 -1.747 -3.427
C -0.091 -1.949 -4.672
H 0.537 2.385 -2.330
H -0.359 2.836 -3.938
H 1.247 2.467 -4.096
H 2.424 -1.942 -1.365
H 1.065 -1.672 -0.432
H 2.710 -0.522 -0.108
H -1.098 -1.541 -4.768
H -0.292 -2.996 -4.866
H 0.568 -1.386 -5.494
C -1.168 -3.838 -1.901
O -2.068 -4.827 -1.353
P -3.113 -4.363 -0.213
O -3.160 -2.923 -0.192
O -4.634 -4.697 -0.499
C -5.406 -4.022 -1.549
O -2.625 -4.759 1.348
C -3.059 -4.120 2.498
H -0.824 -4.216 -2.708
H -0.248 -3.681 -1.297
H -1.796 -2.911 -1.995
H -4.647 -3.592 -2.294
H -5.891 -3.212 -1.022
H -6.080 -4.394 -2.214
H -4.218 -4.419 2.766
H -3.034 -2.998 2.308
H -2.420 -4.402 3.215
*
```

Its HOMO-LUMO gap is 0.370 Ha. The calculation puts the energy above the lowest of the compared OMol25 structures with the same formula, charge and spin at 65.8 kJ/mol. Its SMILES is COP(=O)(OC)OC.COP(=O)(OC)OC.COP(=O)(OC)OC.CC(C)=O.CC(C)=O.CC(C)=O. As for the HOMO energy: -9.50 eV. The LUMO energy is 0.6 eV.

Entry 4:
DFT (wB97M-V/def2-TZVPD) results for C14H18AsBrGaNO as an isolated structure.

The geometry in ORCA input format:
```
! RIJCOSX wB97M-V def2-TZVPD def2/J DEFGRID3
* xyz 2 1
Ga 0.375 -1.053 0.084
C -1.776 2.222 0.357
C -1.896 1.658 1.741
C -2.349 0.398 1.660
C -2.499 0.030 0.253
C -2.126 1.063 -0.528
H -2.527 3.011 0.216
H -1.733 2.238 2.637
H -2.612 -0.244 2.488
H -2.922 -0.905 -0.089
H -2.201 1.131 -1.603
O 3.417 -1.699 -0.320
C 2.970 -0.685 -0.140
C -0.534 5.037 -0.050
As -0.086 3.168 0.011
C 0.651 2.610 -1.680
C 1.267 2.920 1.361
H 0.368 5.633 -0.183
H -1.010 5.324 0.888
H -1.218 5.225 -0.877
H 1.443 3.303 -1.962
H -0.117 2.623 -2.452
H 1.061 1.607 -1.584
H 2.161 3.447 1.026
H 1.492 1.864 1.496
H 0.947 3.358 2.305
Br 1.467 -6.373 2.156
C 1.105 -5.367 0.606
C 1.026 -5.968 -0.645
C 0.719 -5.181 -1.744
C 0.526 -3.824 -1.567
N 0.625 -3.246 -0.363
C 0.902 -4.003 0.704
H 1.204 -7.030 -0.744
H 0.635 -5.616 -2.730
H 0.278 -3.171 -2.394
H 0.967 -3.501 1.665
*
```

Its HOMO-LUMO gap is 0.291 Ha. The calculation puts the energy above the lowest of the compared OMol25 structures with the same formula, charge and spin at 7.9 kJ/mol. As for the HOMO energy: -14.95 eV. The LUMO energy is -7.0 eV.

Entry 5:
DFT (wB97M-V/def2-TZVPD) results for C12H29NO8P2RuSe2Te as an isolated structure.

The geometry in ORCA input format:
```
! RIJCOSX wB97M-V def2-TZVPD def2/J DEFGRID3
* xyz -1 2
Ru 0.658 0.088 -0.379
O 4.932 -3.471 1.882
C 4.695 -3.472 0.477
C 3.544 -2.525 0.125
C 3.499 -2.498 -1.417
O 2.185 -2.337 -1.911
C 3.859 -1.144 0.725
Se 3.087 0.376 -0.243
C 2.245 -3.104 0.699
Se 0.808 -1.855 1.206
H 5.579 -4.153 2.079
H 4.447 -4.485 0.134
H 5.598 -3.140 -0.056
H 3.894 -3.446 -1.809
H 4.153 -1.694 -1.765
H 2.122 -1.522 -2.425
H 4.938 -0.970 0.711
H 3.536 -1.114 1.763
H 2.473 -3.556 1.665
H 1.850 -3.876 0.038
C -2.595 -1.327 0.127
P -1.283 -1.163 -1.130
C -0.978 -2.886 -1.640
C -2.232 -0.550 -2.566
H -3.409 -1.962 -0.233
H -2.978 -0.330 0.341
H -2.170 -1.752 1.036
H -1.935 -3.382 -1.821
H -0.431 -3.400 -0.852
H -0.375 -2.901 -2.547
H -3.037 -1.249 -2.806
H -1.567 -0.453 -3.423
H -2.636 0.431 -2.326
C -3.642 3.484 3.382
C -3.327 2.791 2.076
O -2.309 3.534 1.397
P -1.237 2.722 0.498
O -1.884 1.949 -0.583
Te 0.079 1.256 1.895
O -0.396 3.934 -0.077
C 0.577 4.646 0.700
C 1.935 4.471 0.059
H -4.405 2.927 3.929
H -4.007 4.496 3.207
H -2.746 3.541 4.001
H -4.203 2.745 1.424
H -2.983 1.769 2.258
H 0.586 4.266 1.725
H 0.258 5.689 0.721
H 2.196 3.413 0.021
H 2.694 5.000 0.640
H 1.931 4.858 -0.960
O 0.907 -0.127 -2.741
N 1.060 1.127 -2.890
O 1.154 1.627 -3.990
O 1.053 1.814 -1.837
*
```

Its HOMO-LUMO gap (alpha / beta) is 0.241 / 0.241 Ha. The calculation puts the energy above the lowest of the compared OMol25 structures with the same formula, charge and spin at 95.1 kJ/mol. As for the HOMO energy (alpha / beta): -4.06 / -4.10 eV. The LUMO energy (alpha / beta) is 2.5 / 2.5 eV. The expectation value of S² is 0.77.

Entry 6:
DFT (wB97M-V/def2-TZVPD) results for an isolated molecule of C5H4ClN3 in a non-equilibrium geometry.

The geometry in ORCA input format:
```
! RIJCOSX wB97M-V def2-TZVPD def2/J DEFGRID3
* xyz 0 1
C 0.882 1.844 0.053
C -0.122 -1.553 0.037
C 0.774 0.432 -0.020
C 1.770 -0.603 0.012
C -1.683 0.335 -0.065
N 1.101 2.962 -0.048
N 1.124 -1.827 -0.025
N -0.371 -0.253 0.070
Cl 3.407 -0.451 -0.007
H -0.764 -2.402 0.089
H -2.167 0.376 1.047
H -1.744 1.400 -0.470
H -2.206 -0.259 -0.673
*
```

Its HOMO-LUMO gap is 0.353 Ha. The calculation puts the energy above the lowest of the compared OMol25 structures with the same formula, charge and spin at 0.0 kJ/mol. Its SMILES is Cn1cnc(Cl)c1C#N. As for the HOMO energy: -9.04 eV. The LUMO energy is 0.6 eV.